Molecular formula: CH6P2
Method: DFT, wB97M-V/def2-TZVPD

Each line ends with the Löwdin charge.
CARTESIAN COORDINATES (ANGSTROEM)
P1 -0.942 -1.228 -0.311  0.70
C1 0.082 0.327 -0.311  -0.85
P2 0.248 0.821 1.488  0.66
H1 -2.137 -0.753 -0.727  -0.15
H2 -0.583 -1.461 -1.579  -0.15
H3 -0.454 1.086 -0.936  0.03
H4 1.057 -0.013 -0.641  0.01
H5 1.545 1.473 1.435  -0.12
H6 1.184 -0.253 1.581  -0.12

Properties
LUMO level in eV: 0.88
2S+1: 1
Structure (SMILES): PCP
Frontier orbital gap in eV: 10.491
Charge: 0
Molecular weight in g/mol: 80.01